No. 1
Entry from the OMol25 dataset: a 2-piece molecular cluster, C3H13N3 overall (ωB97M-V with the def2-TZVPD basis set).

XYZ file:
```
19
Properties=species:S:1:pos:R:3:forces:R:3
C -1.57897 -2.31355 1.08908 0.5 1.2 0.8
N -2.89637 -1.95988 1.75404 1.6 1.7 -0.6
C -2.59768 -0.52869 2.23291 0.3 -0.2 -0.3
H -0.79015 -2.69524 1.80056 -1.2 0.1 -0.3
H -1.02434 -1.30215 0.70080 -1.4 -2.6 -0.1
H -1.84192 -3.11603 0.39732 0.7 0.4 -0.4
H -3.58425 -1.91248 0.95192 1.0 0.3 1.4
H -1.78223 -0.45530 3.05709 -1.6 -0.6 -1.3
H -2.16689 -0.04302 1.33751 -0.1 0.4 0.5
H -3.47100 0.08552 2.51028 0.2 -0.7 0.2
N 1.97413 2.61425 -2.33369 -2.1 0.4 -0.1
C 2.69853 1.42771 -1.94358 0.1 -3.3 -2.1
N 2.36945 0.62899 -0.73847 0.7 3.2 1.6
H 1.70028 3.14691 -1.50305 0.3 -0.1 -0.3
H 1.06308 2.48500 -2.86018 1.6 -0.3 0.9
H 3.76259 1.67418 -1.99288 0.0 0.2 0.8
H 2.66678 0.64094 -2.82661 -0.3 1.6 1.5
H 1.88978 -0.25565 -0.77734 -0.3 0.5 0.0
H 2.31655 1.25089 0.16102 -0.2 -2.2 -2.3
```
Forces are in eV/Å.

Properties
* energy: -7789.8620 eV
* relative energy (zero: lowest compared OMol25 entry of this formula, charge and spin): 2.162 eV
* SMILES string: CNC.NCN
* net charge: 0
* HOMO-LUMO gap: 9.8282 eV

No. 2
Entry from the OMol25 dataset: a 2-piece molecular cluster, C3H8NO overall (ωB97M-V with the def2-TZVPD basis set).

XYZ file:
```
13
Properties=species:S:1:pos:R:3:forces:R:3
C -1.21018 1.37611 0.05679 -0.9 2.0 2.8
C -1.48518 0.02399 0.03469 -0.5 -2.3 0.5
C -2.05926 -1.15462 -0.12023 0.8 1.0 0.5
N 2.45015 -0.18171 -0.07185 -3.0 -1.0 2.9
O -0.15013 0.46448 0.29251 0.9 -1.7 -0.6
H -1.11676 1.77485 -0.87674 -0.1 1.8 -2.3
H -1.42321 2.02011 0.92210 -0.2 -0.1 -0.6
H -1.35036 -1.93279 -0.26857 0.2 -1.0 0.3
H 3.34039 -0.27120 -0.44186 2.4 1.0 -0.9
H -3.10054 -1.39141 0.03067 -0.1 0.4 -0.6
H 1.78629 0.59783 -0.06101 0.3 0.9 -1.2
H 2.39379 -0.37617 0.94162 0.9 -0.2 -0.1
H 1.92499 -0.94945 -0.43814 -0.8 -0.7 -0.7
```
Forces are in eV/Å.

Properties
* energy: -6768.5649 eV
* relative energy (zero: lowest compared OMol25 entry of this formula, charge and spin): 2.605 eV
* net charge: +1
* HOMO-LUMO gap: 9.3811 eV

No. 3
Entry from the OMol25 dataset: C36H36I2N6OSeTi as an isolated structure (ωB97M-V with the def2-TZVPD basis set).

XYZ file:
```
83
Properties=species:S:1:pos:R:3:forces:R:3
Ti 0.19826 -0.09018 -0.06275 -0.6 0.1 0.2
I -6.87845 -2.83637 -2.10501 0.0 0.0 0.0
C -4.92240 -2.46386 -1.47931 0.0 0.1 -0.1
C -4.26295 -3.37910 -0.67704 0.0 -0.1 0.1
C -2.98844 -3.08725 -0.22623 -0.1 0.2 -0.1
I -1.93006 -4.47420 0.90628 0.0 0.0 0.1
C -2.35016 -1.85140 -0.48950 0.0 0.2 -0.2
O -1.22640 -1.55105 0.06662 0.2 0.0 -0.1
C -3.00804 -0.97952 -1.41272 0.1 -0.2 0.1
C -2.38307 0.30858 -1.91149 0.0 0.0 -0.1
N -0.91256 0.27248 -2.08092 0.0 -0.2 0.2
C -0.48589 -0.75390 -3.04080 0.0 0.0 0.0
C 0.91360 -1.25306 -2.79156 0.0 -0.1 -0.2
C 1.65481 -1.83761 -3.80982 -0.2 0.1 0.0
C 2.90990 -2.34389 -3.52729 0.1 -0.1 0.0
C 3.39030 -2.25377 -2.22943 -0.1 0.0 0.1
C 2.59252 -1.65689 -1.27091 0.2 -0.1 0.0
N 1.38041 -1.15862 -1.54431 0.0 -0.1 0.1
C -4.27487 -1.30080 -1.87587 -0.1 0.0 0.0
H -4.73194 -4.31547 -0.40555 0.0 0.0 0.0
H -2.86213 0.53910 -2.87040 0.0 0.1 0.0
H -2.58524 1.13493 -1.22920 0.0 0.0 0.0
H -0.62184 1.19046 -2.40459 0.0 0.0 0.0
H -1.16444 -1.60242 -2.92964 0.0 0.0 0.0
H -0.57300 -0.41205 -4.07754 0.0 0.0 0.0
H 1.24179 -1.88710 -4.80956 0.0 0.0 0.0
H 3.50429 -2.80261 -4.30746 0.0 0.0 0.0
H 4.36273 -2.63583 -1.95156 0.0 0.0 0.0
H 2.92077 -1.56103 -0.24307 0.0 0.0 0.0
H -4.76911 -0.62865 -2.57089 0.0 0.0 0.0
C 1.53672 1.81475 -4.31870 0.0 0.0 0.0
C 2.29067 1.90730 -2.99055 0.0 0.1 -0.1
C 1.83869 3.05674 -2.12111 -0.1 0.0 0.0
C 1.70939 4.32463 -2.68354 0.0 0.0 0.0
C 1.34632 5.41615 -1.91521 0.0 0.0 0.0
C 1.13008 5.24855 -0.55838 0.0 0.0 0.0
C 1.25727 4.00243 0.04588 0.0 0.1 0.0
C 1.08003 3.90866 1.54156 0.0 0.0 0.1
C 2.26427 4.51381 2.29876 0.0 0.0 0.1
C 1.59355 2.89674 -0.75013 0.1 0.0 0.0
N 1.64483 1.61230 -0.13061 0.0 0.0 -0.2
C 2.61672 1.38006 0.70008 0.1 0.0 0.1
C 2.58983 0.27579 1.58750 0.2 0.1 0.1
C 3.53643 -0.12150 2.54555 0.0 -0.1 0.0
C 2.98161 -1.22019 3.19805 0.0 0.0 0.0
C 1.72562 -1.43366 2.61187 -0.1 0.0 -0.1
N 1.47691 -0.53273 1.64997 0.0 -0.1 -0.3
H 1.76435 0.87746 -4.82836 0.0 0.0 0.0
H 0.45382 1.86740 -4.16944 0.0 0.0 0.0
H 1.80139 2.62916 -4.99416 0.0 0.0 0.0
H 3.35814 2.03398 -3.20064 0.0 0.0 0.0
H 2.20865 0.97628 -2.43988 -0.1 0.0 0.1
H 1.90561 4.45932 -3.74135 0.0 0.0 0.0
H 1.24386 6.39444 -2.36908 0.0 0.0 0.0
H 0.86048 6.10214 0.05504 0.0 0.0 0.0
H 0.95185 2.87348 1.85383 0.0 0.0 0.0
H 0.16185 4.42987 1.82302 0.0 0.0 0.0
H 3.18694 3.97221 2.07789 0.0 0.0 0.0
H 2.09713 4.46637 3.37679 0.0 0.0 0.0
H 2.42000 5.55877 2.02327 0.0 0.0 0.0
H 3.45886 2.07102 0.76548 0.0 0.0 0.0
H 4.49407 0.34478 2.72986 -0.1 0.0 0.0
H 3.41453 -1.79089 4.00547 0.0 0.0 0.0
H 1.00329 -2.20717 2.83416 0.0 0.0 0.0
C -4.82744 1.66985 0.43742 0.0 0.0 0.0
N -4.28654 0.58365 1.22356 0.0 0.1 -0.1
C -3.01081 0.46906 1.65593 -0.1 0.1 0.0
Se -1.62599 1.66797 1.39522 0.1 -0.1 0.0
N -2.93485 -0.68335 2.34928 0.1 0.1 0.0
C -4.15384 -1.34334 2.33938 0.0 -0.1 0.0
C -4.58142 -2.54231 2.88685 0.1 0.0 0.0
C -5.89206 -2.91373 2.63386 0.1 -0.1 0.1
C -6.74818 -2.11340 1.87520 -0.1 0.1 0.0
C -6.32798 -0.90125 1.35260 0.0 0.0 0.0
C -5.01626 -0.53461 1.60697 0.0 0.0 0.0
H -4.08280 2.45911 0.38808 0.0 0.0 0.0
H -5.73249 2.04780 0.91209 0.0 0.0 0.0
H -5.06542 1.31720 -0.56801 0.0 0.0 0.0
H -2.04730 -1.04113 2.66408 0.0 -0.1 0.0
H -3.91446 -3.16835 3.46309 0.0 0.0 0.0
H -6.26151 -3.85158 3.02832 0.0 0.0 0.0
H -7.75969 -2.45044 1.68960 0.0 0.0 0.0
H -6.98623 -0.28474 0.75394 0.0 0.0 0.0
```
Forces are in eV/Å.

Properties
* energy: -153571.7119 eV
* spin multiplicity: 3
* relative energy (zero: lowest compared OMol25 entry of this formula, charge and spin): 0.000 eV
* <S²>: 2.011
* net charge: 0
* HOMO-LUMO gap (spin up / spin down): 5.7707 / 7.8037 eV

No. 4
Entry from the OMol25 dataset: a 2-piece molecular cluster, C6H9N3OS overall (ωB97M-V with the def2-TZVPD basis set).

XYZ file:
```
20
Properties=species:S:1:pos:R:3:forces:R:3
C 1.93936 -1.73989 -0.23056 1.7 3.3 1.3
C 3.11567 -1.10827 -0.07312 -1.9 0.7 -0.4
C 1.10880 0.43831 -0.06215 -0.4 -1.5 0.5
C -1.80086 0.66227 0.12859 -0.6 -0.9 -0.2
C -2.92301 -1.42243 0.02170 1.9 0.2 -2.5
C 0.53563 2.73519 0.17351 2.6 -2.6 -3.2
N 0.84608 -0.94041 -0.04956 2.3 0.5 -0.8
N -1.76613 -0.57743 0.12157 0.8 0.9 0.1
N 0.20492 1.32296 -0.05613 0.0 -0.5 0.2
O -2.21513 1.75290 0.14679 -0.9 0.7 0.2
S 2.84004 0.62334 0.05914 0.9 0.1 0.1
H 1.91709 -2.73338 -0.40374 -0.7 -3.1 -0.5
H 4.04177 -1.55214 -0.22385 1.5 -0.4 -0.1
H -2.87921 -2.22069 0.63746 1.0 -2.8 2.3
H -3.77473 -0.99986 0.35790 -3.1 2.0 0.3
H -2.97015 -1.89493 -0.96718 -0.4 0.6 -0.1
H 0.59123 3.18137 -0.89190 0.4 -0.1 2.0
H -0.24382 3.11965 0.68542 -2.4 1.6 1.6
H 1.46290 2.69310 0.79080 -0.4 1.0 -0.6
H -0.03044 -1.33966 -0.16469 -2.2 0.1 -0.1
```
Forces are in eV/Å.

Properties
* energy: -23718.8252 eV
* relative energy (zero: lowest compared OMol25 entry of this formula, charge and spin): 1.529 eV
* SMILES string: C/N=c1/[nH]ccs1.CN=C=O
* net charge: 0
* HOMO-LUMO gap: 8.6261 eV

No. 5
Entry from the OMol25 dataset: C30H49BN9OS7Ti as an isolated structure (ωB97M-V with the def2-TZVPD basis set).

XYZ file:
```
98
Properties=species:S:1:pos:R:3:forces:R:3
Ti 2.00089 -0.26749 -1.81166 0.0 -0.4 1.4
C -1.26533 -3.00067 5.26325 -1.1 -0.2 -0.2
C -0.61453 -3.43096 3.95053 0.5 0.1 -0.2
C -0.67273 -4.98915 3.80948 -0.3 1.2 0.3
C 0.88011 -2.99245 3.96455 0.2 -1.3 1.6
N -1.26702 -2.80714 2.75720 -0.6 -0.4 -0.2
C -1.91629 -3.55215 1.74992 2.0 -1.4 1.1
C -2.29357 -2.69718 0.82853 -0.1 0.5 0.4
N -2.05349 -1.42838 1.22267 0.7 1.5 1.5
B -2.76927 -0.23687 0.50970 -0.6 0.0 -0.4
N -2.81295 1.13067 1.27707 1.3 -1.7 -0.9
C -3.71548 1.33085 2.27219 -2.1 -0.6 0.2
C -3.55412 2.54581 2.78354 2.0 0.7 -0.1
N -2.35709 3.03299 2.16428 -0.6 1.0 0.6
C -1.90484 2.14167 1.24474 -0.5 -0.3 -0.8
S -0.63719 2.16686 0.04853 -0.7 0.7 1.1
C -1.80430 4.38280 2.42373 -0.7 1.4 -0.5
C -1.92665 5.26905 1.10233 0.6 -0.3 1.0
C -2.73996 5.16129 3.46705 0.7 -1.6 -0.8
C -0.34507 4.22962 2.93105 -1.0 0.8 -0.3
N -2.42369 -0.16182 -1.10475 0.3 -0.9 1.6
C -3.36065 0.48360 -1.83120 -0.4 0.6 -1.1
C -3.08582 0.35540 -3.14985 0.8 -0.7 0.7
N -1.90681 -0.43401 -3.20522 -0.2 -0.6 -0.6
C -1.54411 -0.77412 -1.95932 0.5 0.4 2.0
S -0.14019 -1.72954 -1.34265 -1.2 0.9 -0.9
C -1.44175 -1.14494 -4.45192 -1.4 -0.5 0.1
C -1.61020 -0.12245 -5.55031 -3.1 0.1 0.2
C -0.01727 -1.56947 -4.50967 0.7 -0.2 1.2
C -2.34827 -2.43031 -4.60984 2.9 -0.1 0.5
C -1.43222 -1.48092 2.46104 -0.4 0.9 0.7
S -1.11125 -0.16719 3.59135 0.0 -1.1 -1.2
H -1.00767 -3.73933 6.00100 0.1 -0.4 0.5
H -2.36728 -2.93954 5.19674 0.4 -0.3 -0.2
H -0.97113 -2.03389 5.62108 0.4 0.4 -0.1
H -0.16754 -5.42002 4.64967 0.5 -0.1 0.6
H -0.13106 -5.28091 2.93488 0.2 -0.3 -0.7
H -1.67161 -5.43131 3.82718 -0.1 0.3 -0.3
H 1.41190 -3.43240 4.89061 -0.9 0.6 -1.3
H 0.96711 -1.92696 4.02941 -0.1 0.6 0.0
H 1.42663 -3.32883 3.09403 0.0 -0.2 -0.3
H -1.69160 -4.60315 1.58993 -0.4 0.3 0.3
H -2.55849 -2.94355 -0.12497 -1.1 -0.3 -2.3
H -3.95998 -0.51188 0.53333 0.2 -0.3 -0.3
H -4.52775 0.64071 2.56662 0.9 0.3 -0.6
H -4.01903 3.03887 3.61862 0.0 0.0 -0.2
H -2.93643 5.07389 0.69621 0.4 0.5 0.1
H -1.19360 4.90243 0.37671 -0.1 0.2 0.0
H -1.72507 6.37136 1.35357 -0.5 -1.6 -0.4
H -3.74847 5.40999 3.04322 0.9 -0.6 0.6
H -2.26009 6.06778 3.73437 0.6 1.1 -0.2
H -2.70520 4.62423 4.41928 -0.8 -0.2 -0.1
H 0.19609 3.41168 2.44243 -0.1 0.6 -0.2
H -0.37127 4.01685 3.97439 -0.1 -0.5 1.0
H 0.10659 5.22794 2.88202 0.4 -0.4 -0.4
H -4.16661 1.03998 -1.38127 0.1 -0.1 0.1
H -3.62923 0.73976 -3.98831 0.2 0.0 -0.2
H -1.08236 0.78196 -5.31016 0.0 0.6 0.3
H -2.74861 0.01837 -5.68185 1.8 0.4 0.0
H -1.25323 -0.44551 -6.48606 0.5 -0.7 -1.1
H 0.60162 -0.75342 -4.20878 0.6 0.8 -0.1
H 0.18764 -1.80293 -5.53010 0.3 -0.3 -0.7
H 0.28381 -2.37493 -3.84621 -0.3 -0.2 -0.2
H -3.35740 -2.19196 -4.73290 -1.7 0.3 -0.1
H -2.17203 -3.07356 -3.70125 -0.3 0.6 -0.9
H -1.95611 -2.97731 -5.48919 -0.4 0.2 0.4
C 1.95835 -1.03470 1.35498 -1.2 0.2 1.5
C 2.53285 -2.15520 0.55597 0.6 -2.2 0.0
N 3.49267 -1.72769 -0.43729 1.6 0.5 -1.1
C 4.69905 -0.91526 0.02633 -2.4 -0.6 -1.1
C 4.96470 0.21600 -0.93436 1.3 0.2 -0.3
N 3.77850 0.99683 -1.16860 0.1 0.6 -1.9
C 3.23916 1.98788 -0.23561 -0.8 -0.5 -1.0
C 2.53774 1.30081 0.94754 -0.6 1.7 -0.5
N 1.79596 0.13522 0.54102 -0.5 0.6 -1.3
H 0.94022 -1.33403 1.66707 0.5 -0.1 0.0
H 2.46050 -0.77372 2.33644 -0.1 -0.5 -1.1
H 2.97861 -2.90963 1.25417 -0.4 0.2 -0.3
H 1.73461 -2.64749 -0.06144 0.6 0.2 1.0
H 3.84104 -2.50585 -1.01859 -0.6 0.5 0.5
H 5.55814 -1.50875 0.18321 1.0 -0.9 0.1
H 4.37963 -0.54697 0.96848 0.1 0.6 1.0
H 5.81060 0.80777 -0.54328 -0.1 0.1 0.2
H 5.31844 -0.12361 -1.94513 -0.5 -0.1 1.1
H 3.92644 1.45381 -2.09599 -0.5 -0.3 1.0
H 3.96670 2.77646 -0.05879 0.1 0.1 0.8
H 2.43732 2.40817 -0.85933 0.1 0.4 0.3
H 3.26299 1.00056 1.64109 0.9 -0.2 1.4
H 1.80244 2.01049 1.39548 0.8 -0.2 -0.1
H 0.80560 0.38571 0.48722 0.1 0.1 0.1
O 4.47636 2.40929 -7.60297 0.6 -0.1 -1.1
C 4.06617 1.88888 -6.61223 -0.2 -0.2 1.7
S 4.60708 0.34788 -5.84234 0.6 0.1 -1.5
C 3.47450 0.28382 -4.54568 -1.0 2.1 0.0
C 2.69137 1.40330 -4.41780 -0.1 -0.7 0.8
S 1.43981 1.78683 -3.21714 0.1 -0.6 -0.3
S 2.91991 2.68908 -5.53725 0.0 0.3 -0.7
S 3.49108 -1.07366 -3.51578 0.0 -1.3 -0.3
```
Forces are in eV/Å.

Properties
* energy: -147008.6597 eV
* spin multiplicity: 3
* <S²>: 2.005
* net charge: -1
* HOMO-LUMO gap (spin up / spin down): 5.3110 / 5.8960 eV

No. 6
Entry from the OMol25 dataset: C38H50SbSr as an isolated structure (ωB97M-V with the def2-TZVPD basis set).

XYZ file:
```
90
Properties=species:S:1:pos:R:3:forces:R:3
Sr 0.96108 1.19885 -1.10411 -0.3 -0.5 0.3
C 3.17893 1.92492 0.05149 0.1 0.1 -0.1
C 2.17642 2.24071 1.01425 0.1 0.0 0.1
C 1.75180 0.99838 1.59893 0.1 0.1 0.0
C 2.45358 -0.02751 0.90934 0.0 0.1 0.0
C 3.34225 0.52912 -0.02852 0.0 0.0 -0.1
C 4.21204 -0.25323 -0.99624 0.0 0.0 0.0
C 4.96252 -1.36493 -0.25718 0.0 0.0 0.0
C 3.31192 -0.89539 -2.06607 0.0 0.0 0.0
C 5.22245 0.66214 -1.68624 0.0 0.0 0.0
C 1.06095 0.68889 2.93862 0.0 0.0 0.0
C -0.28391 1.38422 3.17812 0.0 0.0 0.0
C 2.04857 1.05988 4.06090 0.0 0.0 0.0
C 0.79911 -0.81553 3.09089 0.0 0.0 0.0
C 1.63978 3.66914 1.17807 0.0 0.0 0.1
C 2.32397 4.61304 0.18017 0.0 0.0 0.0
C 0.11309 3.71815 0.86864 0.1 0.0 0.1
C 1.91704 4.26510 2.56749 0.0 0.0 0.0
H 3.71516 2.64670 -0.54811 0.0 0.0 0.0
H 2.40176 -1.07720 1.15400 0.0 0.0 0.0
H 4.27280 -2.06598 0.21563 0.0 0.0 0.0
H 5.59776 -0.94155 0.52140 0.0 0.0 0.0
H 5.59301 -1.92822 -0.94825 0.0 0.0 0.0
H 2.57209 -1.56694 -1.61743 0.0 0.0 0.0
H 3.88974 -1.47285 -2.79063 0.0 0.0 0.0
H 2.78893 -0.12700 -2.66129 0.0 0.0 0.0
H 5.86108 1.15721 -0.95407 0.0 0.0 0.0
H 4.72978 1.43551 -2.28158 0.0 0.0 0.0
H 5.85919 0.08461 -2.35838 0.0 0.0 0.0
H -0.21373 2.46721 3.18060 0.0 0.1 0.0
H -0.67241 1.08543 4.15391 0.0 0.0 0.0
H -1.02359 1.08992 2.42779 0.0 0.0 0.0
H 2.29161 2.11821 4.06445 0.0 0.0 0.0
H 2.98065 0.50646 3.93548 0.0 0.0 0.0
H 1.62565 0.80107 5.03466 0.0 0.0 0.0
H 0.15808 -1.20296 2.29851 0.0 0.0 0.0
H 0.29666 -0.99627 4.04274 0.0 0.0 0.0
H 1.72423 -1.39248 3.10213 0.0 0.0 0.0
H 2.18842 4.29278 -0.85917 0.0 0.0 0.0
H 3.39485 4.69333 0.36795 0.0 0.0 0.0
H 1.89049 5.61047 0.26807 0.0 0.0 0.0
H -0.36243 2.74016 0.97729 0.0 0.0 0.0
H -0.08356 4.10459 -0.13951 0.0 0.0 0.0
H -0.40801 4.38109 1.56099 0.0 0.1 -0.1
H 2.97713 4.17709 2.80961 0.0 0.0 0.0
H 1.35007 3.78082 3.35528 0.0 -0.1 0.0
H 1.65101 5.32447 2.57715 0.0 0.0 0.0
C -4.80223 -0.49898 -1.80794 0.0 0.0 0.0
C -4.80302 -0.63348 -0.30818 0.0 0.0 0.0
C -6.03829 -0.59440 0.33969 0.0 0.0 0.0
C -6.15020 -0.70394 1.71472 0.0 0.0 0.0
C -5.01002 -0.85103 2.48967 0.0 0.0 0.0
C -3.77406 -0.88513 1.86779 0.0 0.0 0.0
C -3.65551 -0.78847 0.47686 0.0 0.0 0.0
Sb -1.60168 -0.93757 -0.07653 -0.1 0.0 -0.1
C -1.15934 -3.00815 -0.26812 0.0 0.0 0.0
C 0.13552 -3.33201 0.13760 0.0 0.0 0.0
C 0.61279 -4.63168 0.04401 0.0 0.0 0.0
C -0.22015 -5.62017 -0.45184 0.0 0.0 0.0
C -1.50996 -5.30381 -0.85531 0.0 0.0 0.0
C -2.00252 -4.00437 -0.77782 0.0 0.0 0.0
C -3.39907 -3.71062 -1.24845 0.0 0.0 0.0
C -1.40488 -0.41623 -2.16038 0.0 0.1 -0.1
C -0.81502 -1.31687 -3.05024 0.1 0.0 0.0
C -0.40596 -0.91368 -4.31634 0.0 0.0 0.0
C -0.57648 0.40559 -4.70914 0.0 0.0 0.0
C -1.16352 1.31421 -3.83600 0.0 0.0 0.0
C -1.58294 0.92158 -2.56373 0.0 0.1 0.0
C -2.19899 1.94671 -1.64152 -0.1 0.0 0.0
H -5.53732 -1.17192 -2.25087 0.0 0.0 0.0
H -3.83554 -0.71935 -2.25120 0.0 0.0 0.0
H -5.08519 0.51410 -2.10386 0.0 0.0 0.0
H -6.93413 -0.47983 -0.25988 0.0 0.0 0.0
H -7.12658 -0.67412 2.17988 0.0 0.0 0.0
H -5.08001 -0.93636 3.56564 0.0 0.0 0.0
H -2.88535 -0.99172 2.48336 0.0 0.0 0.0
H 0.78361 -2.56012 0.53878 0.0 0.0 0.0
H 1.61936 -4.86750 0.36333 0.0 0.0 0.0
H 0.13004 -6.64134 -0.52579 0.0 0.0 0.0
H -2.15323 -6.08409 -1.24381 0.0 0.0 0.0
H -3.85073 -4.59490 -1.69460 0.0 0.0 0.0
H -3.40032 -2.92012 -2.00173 0.0 0.0 0.0
H -4.03611 -3.38148 -0.42599 0.0 0.0 0.0
H -0.66262 -2.34663 -2.74590 0.0 0.0 0.0
H 0.04576 -1.62931 -4.99072 0.0 0.0 0.0
H -0.26176 0.72840 -5.69267 0.0 0.0 0.0
H -1.31047 2.34197 -4.14986 0.0 0.0 0.0
H -1.92428 2.96204 -1.93217 0.0 0.0 0.0
H -1.91867 1.80304 -0.59086 0.0 0.0 0.0
H -3.28891 1.89010 -1.65762 0.0 0.0 0.0
```
Forces are in eV/Å.

Properties
* energy: -47586.3292 eV
* relative energy (zero: lowest compared OMol25 entry of this formula, charge and spin): 0.000 eV
* net charge: +1
* HOMO-LUMO gap: 7.3929 eV

Which value of net charge does entry 4 give? 0